{
  "formula": "C33H82N4O10",
  "method": "wB97M-V/def2-TZVPD",
  "species": ["C", "C", "C", "C", "C", "C", "C", "C", "C", "N", "O", "H", "H", "H", "H", "H", "H", "H", "H", "H", "H", "H", "H", "H", "H", "H", "H", "H", "H", "H", "C", "O", "C", "C", "N", "C", "C", "O", "C", "H", "H", "H", "H", "H", "H", "H", "H", "H", "H", "H", "H", "H", "H", "H", "C", "O", "C", "C", "N", "C", "C", "O", "C", "H", "H", "H", "H", "H", "H", "H", "H", "H", "H", "H", "H", "H", "H", "H", "C", "O", "C", "C", "N", "C", "C", "O", "C", "H", "H", "H", "H", "H", "H", "H", "H", "H", "H", "H", "H", "H", "H", "H", "C", "C", "O", "H", "H", "H", "H", "H", "H", "C", "C", "O", "H", "H", "H", "H", "H", "H", "C", "C", "O", "H", "H", "H", "H", "H", "H"],
  "coordinates": [[-3.17199, -4.94406, 9.31821], [-2.25217, -3.96375, 8.56848], [-0.84147, -4.15446, 9.13547], [-2.21196, -4.42660, 7.03014], [-1.66196, -3.39449, 5.99700], [-2.51148, -2.14379, 6.25864], [-2.67665, -1.59102, 7.63678], [-1.48598, -0.63730, 8.00861], [-3.93041, -0.69464, 7.47787], [-2.94389, -2.67248, 8.67400], [-3.06444, -2.13252, 9.95212], [-2.73805, -5.94394, 9.31252], [-3.51335, -4.59888, 10.29413], [-4.05991, -4.94773, 8.68600], [-0.03638, -3.54468, 8.72547], [-1.01235, -3.74737, 10.13206], [-0.55473, -5.19395, 9.29464], [-1.52354, -5.27168, 7.03435], [-3.17740, -4.76749, 6.65620], [-0.61718, -3.21688, 6.25191], [-1.72852, -3.78787, 4.98265], [-3.43915, -2.36863, 5.73236], [-2.13341, -1.36514, 5.59617], [-0.98023, -0.12847, 7.18799], [-0.78744, -1.23762, 8.59150], [-1.94414, 0.10992, 8.65656], [-4.79063, -1.16010, 6.99675], [-3.61510, 0.18515, 6.91692], [-4.36596, -0.42600, 8.44027], [-3.91485, -1.68998, 10.00268], [3.48810, -10.43607, 0.37036], [4.29752, -9.30618, 0.71922], [5.68269, -9.49686, 0.58575], [6.53103, -8.25798, 0.72638], [6.34357, -7.42276, 1.95298], [7.09385, -6.20592, 2.09619], [6.79807, -5.45861, 3.43099], [5.50653, -4.88135, 3.27246], [5.09276, -4.01765, 4.39035], [4.03332, -11.37588, 0.28322], [3.06482, -10.11568, -0.58163], [2.75363, -10.53125, 1.17010], [5.82887, -9.96882, -0.38583], [5.94014, -10.20763, 1.37101], [6.29113, -7.63600, -0.13600], [7.57985, -8.52021, 0.58746], [5.38848, -7.37280, 2.27764], [7.05567, -5.56509, 1.21529], [8.08196, -6.63259, 2.26849], [7.42646, -4.63281, 3.76459], [6.78323, -6.08038, 4.32613], [5.80756, -3.20372, 4.51149], [5.21038, -4.64699, 5.27250], [4.10440, -3.56242, 4.45367], [0.64165, 4.24287, -1.51266], [1.71354, 3.36524, -1.91012], [1.87272, 2.30333, -0.91587], [2.84843, 1.17703, -1.47928], [2.09182, -0.04720, -1.79410], [1.65650, -0.74115, -0.65538], [1.88854, -2.19194, -0.91132], [0.70325, -2.77561, -1.39241], [0.79476, -3.81318, -2.38166], [0.68843, 4.36366, -0.43039], [-0.23268, 3.65458, -1.79118], [0.71541, 5.27497, -1.85535], [0.98359, 1.83814, -0.49026], [2.41873, 2.78919, -0.10722], [3.77347, 1.05187, -0.91649], [3.18341, 1.56433, -2.44151], [1.27223, 0.22746, -2.31654], [0.56952, -0.68467, -0.59722], [2.18440, -0.53915, 0.27662], [2.20589, -2.65699, 0.02202], [2.67717, -2.42398, -1.62708], [1.23670, -3.42620, -3.29983], [-0.20135, -4.13616, -2.68424], [1.25296, -4.71341, -1.97212], [-7.15961, 7.90761, -7.18072], [-6.43322, 8.43419, -5.98167], [-6.81310, 7.64792, -4.85759], [-5.93514, 8.08869, -3.60250], [-6.24135, 9.36468, -2.96906], [-5.89697, 10.53198, -3.81080], [-4.40380, 10.88472, -3.93896], [-3.69188, 11.00024, -2.66170], [-3.92351, 12.20781, -1.96525], [-8.24926, 7.88336, -7.19423], [-6.82832, 6.95596, -7.59629], [-6.86486, 8.54887, -8.01139], [-6.54542, 6.61497, -5.07998], [-7.89268, 7.57588, -4.72561], [-4.85888, 8.09600, -3.77487], [-6.16163, 7.34613, -2.83738], [-7.23811, 9.36399, -2.80606], [-6.39166, 11.34022, -3.27216], [-6.35401, 10.40313, -4.79192], [-4.38102, 11.84570, -4.45287], [-3.93487, 10.09106, -4.52060], [-4.98385, 12.44208, -2.05967], [-3.49997, 13.08209, -2.45956], [-3.57154, 12.23818, -0.93409], [0.88890, 9.09649, -7.80202], [1.69297, 10.32538, -7.39273], [2.50595, 10.84867, -8.49304], [0.08504, 9.36582, -8.48712], [0.58019, 8.52812, -6.92467], [1.56442, 8.39099, -8.28581], [2.28685, 10.11012, -6.50443], [1.06829, 11.10581, -6.95822], [3.29899, 10.35064, -8.28170], [7.42693, 5.74946, -6.44407], [6.09821, 5.52427, -7.17465], [5.99950, 6.66267, -8.01723], [7.17897, 6.67055, -5.91661], [8.34888, 5.81488, -7.02184], [7.57886, 4.98239, -5.68471], [5.21706, 5.41792, -6.54191], [6.13629, 4.59826, -7.74839], [6.43715, 6.54171, -8.86306], [-4.29816, -12.98346, -1.04915], [-4.13018, -12.78867, -2.53764], [-3.82320, -11.39923, -2.87564], [-4.29044, -14.03813, -0.77398], [-5.32036, -12.70296, -0.79506], [-3.49253, -12.58612, -0.43177], [-4.95420, -13.08392, -3.18719], [-3.32141, -13.46450, -2.81556], [-3.94696, -11.24345, -3.81480]],
  "mulliken_charge": [-1.69, 1.33, -1.75, -1.23, -0.72, -1.53, 1.60, -1.53, -1.76, 0.26, -0.48, 0.41, 0.36, 0.42, 0.34, 0.43, 0.44, 0.44, 0.42, 0.30, 0.40, 0.43, 0.49, 0.28, 0.36, 0.39, 0.41, 0.40, 0.42, 0.36, -0.76, -0.32, -0.47, -0.66, -0.28, -0.61, -0.70, -0.26, -0.76, 0.36, 0.26, 0.23, 0.41, 0.33, 0.33, 0.31, 0.23, 0.31, 0.36, 0.49, 0.36, 0.30, 0.30, 0.27, -0.71, -0.36, -0.45, -0.79, -0.39, -0.49, -0.66, -0.35, -0.76, 0.29, 0.28, 0.26, 0.45, 0.33, 0.36, 0.37, 0.27, 0.37, 0.39, 0.28, 0.39, 0.34, 0.25, 0.29, -0.85, -0.26, -0.44, -0.89, -0.33, -0.57, -0.59, -0.35, -0.66, 0.33, 0.33, 0.28, 0.43, 0.38, 0.31, 0.37, 0.27, 0.43, 0.32, 0.37, 0.34, 0.25, 0.28, 0.27, -0.79, -0.41, -0.49, 0.24, 0.31, 0.25, 0.29, 0.29, 0.31, -0.89, -0.23, -0.51, 0.24, 0.30, 0.32, 0.25, 0.24, 0.29, -1.01, -0.17, -0.53, 0.34, 0.26, 0.30, 0.30, 0.22, 0.30],
  "e_homo_ev": -8.1,
  "total_charge": 0,
  "energy_ev": -61974.53597,
  "smiles": "CC1(C)CCCC(C)(C)N1O.COCCNCCOC.COCCNCCOC.COCCNCCOC.CCO.CCO.CCO",
  "de_lowest_kj_mol": 454.6,
  "e_lumo_ev": 0.55,
  "max_force_ha_per_bohr": 0.0637
}